(1)
DFT (wB97M-V/def2-TZVPD) results for a 2-piece molecular cluster, C2H8N2O overall at a distorted geometry.

```
13
C2H8N2O wB97M-V/def2-TZVPD
O -2.224 -2.099 0.266
N 1.022 1.689 0.459
H -1.445 -0.194 -1.427
H -2.677 -2.874 -1.497
H 1.597 0.084 1.635
H 1.893 1.582 2.451
C 1.910 1.122 1.461
C -2.147 -2.085 -0.940
H 1.428 2.390 -0.139
N -1.412 -1.175 -1.644
H 2.922 1.013 1.073
H 0.117 1.930 0.829
H -0.984 -1.382 -2.528
```

Computed properties:
Strongest force on any atom, Eh/bohr: 0.0219
Molecular weight, g mol⁻¹: 76.10
Structure (SMILES): NC=O.CN
Energy relative to the best compared isomer or geometry (same formula, charge and spin), kcal/mol: 32.7

Here are the Löwdin charges for atoms 1 to 2, given in e: 0.02 -0.08

***

(2)
DFT (wB97M-V/def2-TZVPD) results for an isolated ion of composition C3F3O3 and charge -1 at a distorted geometry.

```
9
C3F3O3 wB97M-V/def2-TZVPD
C 0.290 0.456 0.046
F -1.171 -1.365 -0.553
C -1.379 -0.040 -0.115
F -1.487 -0.422 1.427
O -2.261 0.608 -0.570
F 0.598 1.654 0.644
O 2.378 -0.784 0.522
O 1.132 0.148 -1.237
C 1.503 -0.289 -0.080
```

Computed properties:
Strongest force on any atom, Eh/bohr: 0.0814
Molecular weight, g mol⁻¹: 141.02
Structure (SMILES): O=C1O[C@@]1(F)C([O-])(F)F
Energy relative to the best compared isomer or geometry (same formula, charge and spin), kcal/mol: 3.2
Total charge: -1

Here are the Löwdin charges for atoms 1 to 2, given in e: -0.12 -0.01

***

(3)
DFT (wB97M-V/def2-TZVPD) results for a single C3H3F2NS molecule at a distorted geometry.

```
10
C3H3F2NS wB97M-V/def2-TZVPD
F -2.854 -0.546 2.260
C -1.170 1.552 1.467
C -1.387 -2.405 1.984
H -1.841 1.371 2.270
F -2.624 -1.383 0.248
H -1.909 1.973 0.746
C -2.062 -1.184 1.417
S -0.360 0.037 1.115
H -0.441 2.292 1.591
N -0.910 -3.346 2.359
```

Computed properties:
Strongest force on any atom, Eh/bohr: 0.1213
Molecular weight, g mol⁻¹: 123.13
Energy relative to the best compared isomer or geometry (same formula, charge and spin), kcal/mol: 0.0
Spin multiplicity: 3

Here are the Löwdin charges for atoms 1 to 2, given in e: 0.06 -0.42

***

(4)
DFT (wB97M-V/def2-TZVPD) results for C47H56CdClN4O5PSbSi3 as an isolated structure.

```
119
C47H56CdClN4O5PSbSi3 wB97M-V/def2-TZVPD
H -2.486 -6.144 0.005
H -0.099 -2.534 2.655
H 5.680 1.998 -3.755
H 0.379 5.834 3.409
H 4.444 3.049 3.746
H 5.207 -1.603 -0.596
H 0.225 -4.760 -0.734
C 5.007 1.576 -3.021
H -0.416 -4.199 2.173
H 2.175 1.460 4.625
C -2.319 -4.014 0.029
C 0.982 -5.341 -0.234
C 2.968 -6.853 0.980
H 2.270 6.438 1.885
C -4.650 1.928 0.024
H 5.328 4.546 0.226
C -0.679 -2.261 -3.668
H -3.332 -6.272 2.336
H -4.011 -0.927 -2.213
H 4.911 -2.949 0.569
H 2.784 6.018 0.243
H 3.974 6.523 1.433
C 3.403 0.521 -1.061
H 6.277 2.034 -1.351
C 1.664 2.399 4.843
H 0.632 0.298 3.651
C 5.342 1.590 -1.676
H 0.500 5.102 5.004
C -3.089 -5.312 1.897
H 0.951 2.157 -2.569
C 2.587 -0.080 0.025
H 2.378 3.027 5.384
C 4.319 4.083 3.411
H -1.422 3.722 3.847
H -6.743 1.976 0.471
C 0.431 4.501 0.357
H 0.245 -2.661 -4.067
P -2.058 -1.251 0.060
H 3.255 -3.752 -1.597
C -0.799 -2.031 -2.303
O 0.780 -8.267 -2.208
C 2.921 -2.710 -1.702
Si 0.957 3.373 3.399
C 1.710 -4.799 0.815
H 3.681 -2.195 -2.290
H -4.860 -1.851 0.750
H 0.313 5.161 1.207
C -3.530 1.124 -0.064
H 5.324 2.848 0.736
C -2.950 -1.530 -3.970
H 0.883 -3.862 3.315
C 3.050 5.947 1.302
O 0.977 -2.588 0.177
C 0.974 5.146 4.015
N -0.250 0.377 1.720
C -5.927 -0.004 0.654
C -3.252 -4.148 2.643
C 0.788 2.856 -1.751
H -3.795 -1.339 -4.620
H -1.970 -3.977 -0.994
O -0.544 -6.565 -2.107
H -6.868 -0.461 0.930
H 0.013 -2.328 -1.648
H 0.848 2.165 5.536
C 4.690 3.679 0.428
H -1.274 3.155 2.201
C 0.133 4.049 -1.972
C 1.160 3.308 0.496
C -0.887 3.004 3.217
H 2.429 -8.406 -0.427
H -1.177 2.009 3.568
H -3.045 -2.019 2.681
C 4.703 -1.902 0.321
N 0.444 -7.194 -1.750
C -3.555 -0.236 0.212
Cd 0.383 -0.026 -0.406
H -0.620 5.805 -0.976
C -1.757 -2.003 -4.503
C 0.367 -3.487 2.429
H 3.807 4.637 4.203
H -1.674 -2.181 -5.568
C -1.993 -1.548 -1.763
C 2.990 0.467 -2.399
C -3.075 -1.301 -2.606
C -0.079 4.872 -0.872
H 4.196 3.398 -0.510
C -5.859 1.356 0.395
H 3.489 0.974 -4.425
H -0.599 1.302 1.904
H -4.575 2.984 -0.203
Cl -2.048 1.909 -0.590
H 2.064 -0.029 -2.667
C 1.369 -3.386 1.298
C 1.255 -6.629 -0.643
C 0.858 0.039 2.615
Si 3.472 4.176 1.746
H -3.615 -4.199 3.661
C 2.242 -7.406 -0.065
H 5.323 4.510 3.309
C -2.471 -2.847 0.773
H 1.983 -2.746 -2.261
H 1.967 5.577 4.156
Si 2.742 -2.018 0.058
C -2.938 -2.919 2.089
C -2.620 -5.245 0.594
H 1.055 -1.023 2.552
C 2.701 -5.562 1.422
H 3.280 -5.133 2.231
N 4.563 1.096 -0.715
O 2.565 -2.692 1.647
H 3.749 -7.437 1.453
N 1.259 2.471 -0.556
Sb 2.728 0.935 1.949
C 1.922 3.012 1.764
H 4.997 -1.255 1.146
C -4.787 -0.789 0.557
H -0.219 4.309 -2.961
O -1.353 -0.488 1.799
C 3.794 1.010 -3.385
```

Computed properties:
Strongest force on any atom, Eh/bohr: 0.0150
Molecular weight, g mol⁻¹: 1141.85
Energy relative to the best compared isomer or geometry (same formula, charge and spin), kcal/mol: 36.9
Total charge: +1

Here are the Löwdin charges for atoms 1 to 2, given in e: 0.11 0.06

***

Q: Which formula does entry 3 have?
A: C3H3F2NS

***

Q: Which of these has the lowest energy relative to the best compared isomer or geometry (same formula, charge and spin)?
A: C3H3F2NS